Entry 1:
72
Properties=species:S:1:pos:R:3:mulliken_spin:R:1 method="wB97M-V/def2-TZVPD" spin_multiplicity=2 homo_lumo_gap_ev="6.37 / 4.29" total_energy_ha=-2340.28009 total_charge=+2 lumo_ev="-6.6 / -8.7"
Ir 1.128 0.472 -1.301 0.008
C 4.198 -1.310 -3.453 -0.001
C 3.636 -0.853 -2.274 0.002
N 2.539 -0.141 -2.561 -0.001
N 2.359 -0.160 -3.897 0.000
C 3.350 -0.861 -4.454 0.002
B 1.112 0.563 -4.456 0.000
N -0.144 -0.128 -3.849 0.000
C -1.163 -0.807 -4.384 0.000
C -1.986 -1.269 -3.370 0.000
C -1.383 -0.847 -2.199 -0.003
N -0.286 -0.142 -2.507 0.005
N 1.153 1.981 -3.814 0.000
C 1.129 3.214 -4.331 0.001
C 1.159 4.135 -3.297 0.000
C 1.197 3.376 -2.138 0.001
N 1.202 2.079 -2.469 -0.001
H 5.094 -1.894 -3.566 0.000
H 3.970 -0.962 -1.255 0.000
H 3.400 -0.980 -5.524 0.000
H 1.091 0.607 -5.643 0.000
H -1.252 -0.895 -5.455 0.000
H -2.892 -1.839 -3.472 0.000
H -1.677 -0.979 -1.170 0.001
H 1.095 3.354 -5.399 0.000
H 1.155 5.208 -3.373 0.000
H 1.229 3.684 -1.106 0.000
N 1.901 -3.639 0.182 0.000
C 0.866 -3.578 -0.680 -0.001
N -0.351 -3.791 -0.146 0.000
S 1.085 -3.295 -2.316 0.001
H 1.774 -3.969 1.124 0.000
H 2.823 -3.666 -0.217 0.000
H -0.486 -4.025 0.825 0.000
H -1.123 -3.883 -0.781 0.000
C 1.923 1.005 3.309 0.023
C 0.579 1.645 3.078 0.369
C -0.314 1.695 4.286 0.053
C 0.614 2.895 2.240 0.048
Si -0.449 0.220 1.763 0.136
O 0.619 0.044 0.558 0.068
C -0.703 -1.347 2.711 0.069
C -1.988 -1.894 2.804 0.010
C -2.187 -3.149 3.368 0.000
C -1.108 -3.868 3.860 0.006
C 0.176 -3.338 3.781 0.000
C 0.376 -2.092 3.207 -0.015
C -1.961 1.162 1.319 0.076
C -2.107 1.762 0.064 0.006
C -3.285 2.402 -0.285 -0.005
C -4.333 2.462 0.625 0.020
C -4.201 1.888 1.883 -0.001
C -3.023 1.247 2.230 0.004
H 2.519 1.752 3.851 0.035
H 2.456 0.771 2.388 0.007
H 1.867 0.125 3.945 0.000
H 0.195 2.348 5.011 0.038
H -0.441 0.724 4.765 0.001
H -1.284 2.140 4.078 0.001
H 1.173 3.639 2.822 0.035
H -0.377 3.298 2.038 -0.003
H 1.154 2.751 1.302 0.000
H -2.845 -1.353 2.423 0.000
H -3.186 -3.559 3.431 0.000
H -1.265 -4.839 4.311 0.000
H 1.016 -3.896 4.176 0.000
H 1.384 -1.706 3.138 0.000
H -1.296 1.743 -0.661 0.002
H -3.388 2.856 -1.262 0.000
H -5.253 2.964 0.357 0.000
H -5.016 1.941 2.593 0.000
H -2.939 0.806 3.217 0.001

=====

Entry 2:
112
Properties=species:S:1:pos:R:3:lowdin_charge:R:1 method="wB97M-V/def2-TZVPD" homo_lumo_gap_ev=9.20 total_energy_ha=-3324.19736 smiles="O=[N+]([O-])c1ccccc1.O=[N+]([O-])c1ccccc1.O=[N+]([O-])c1ccccc1.O=[N+]([O-])c1ccccc1.NC(N)=O.NC(N)=O.NC(N)=O.NC(N)=O.NC(N)=O.NC(N)=O.NC(N)=O" lumo_ev=-0.3
O 2.167 -2.487 -0.854 0.092
N 1.371 -3.332 -0.656 -0.326
O 1.547 -4.443 -0.095 0.031
C -0.074 -3.057 -0.948 -0.143
C -0.971 -3.993 -0.569 -0.021
C -2.335 -3.692 -0.696 -0.057
C -2.674 -2.462 -1.190 -0.082
C -1.771 -1.475 -1.596 -0.049
C -0.448 -1.790 -1.461 -0.006
H -0.541 -4.892 -0.068 0.135
H -3.127 -4.208 -0.204 0.090
H -3.681 -2.125 -1.199 0.099
H -2.087 -0.584 -2.029 0.096
H 0.393 -1.152 -1.666 0.070
O -4.792 6.350 2.957 0.069
N -4.792 5.643 3.961 -0.352
O -5.561 5.730 4.907 0.066
C -3.715 4.692 4.152 -0.137
C -2.939 4.320 3.060 -0.007
C -1.800 3.567 3.307 -0.038
C -1.456 3.295 4.667 -0.032
C -2.110 3.937 5.747 -0.063
C -3.283 4.567 5.498 -0.004
H -3.134 4.733 2.064 0.101
H -1.157 3.254 2.475 0.081
H -0.545 2.791 4.914 0.079
H -1.740 3.798 6.719 0.093
H -3.905 4.983 6.234 0.102
O 1.979 -5.352 -3.223 0.090
N 2.466 -5.086 -4.278 -0.369
O 3.540 -5.495 -4.670 0.081
C 1.643 -4.365 -5.242 -0.167
C 2.384 -3.502 -6.063 0.009
C 1.690 -2.596 -6.865 -0.068
C 0.304 -2.633 -6.849 -0.081
C -0.390 -3.495 -6.024 -0.056
C 0.309 -4.259 -5.097 -0.026
H 3.480 -3.441 -5.989 0.130
H 2.274 -1.815 -7.408 0.127
H -0.057 -1.990 -7.587 0.087
H -1.490 -3.613 -5.969 0.120
H -0.093 -4.896 -4.355 0.111
O 5.555 -0.247 3.143 0.050
N 5.484 0.726 2.409 -0.331
O 5.363 1.855 2.788 0.078
C 5.603 0.365 0.914 -0.130
C 5.988 1.255 -0.082 -0.019
C 6.293 0.799 -1.356 -0.097
C 6.130 -0.505 -1.689 -0.062
C 5.539 -1.338 -0.734 -0.046
C 5.307 -0.882 0.538 -0.049
H 6.066 2.354 0.163 0.135
H 6.796 1.490 -2.076 0.125
H 6.410 -0.859 -2.677 0.117
H 5.295 -2.370 -0.906 0.111
H 5.084 -1.650 1.235 0.120
N -0.341 4.584 -1.410 0.174
C -1.457 5.023 -0.735 -0.649
N -1.645 6.342 -0.562 0.173
O -2.253 4.280 -0.173 -0.014
H 0.183 5.216 -1.997 0.098
H -0.149 3.590 -1.510 0.052
H -0.987 7.025 -0.876 0.100
H -2.298 6.565 0.140 0.094
N -3.266 -0.123 1.094 0.170
C -4.298 0.479 0.485 -0.685
N -4.330 1.803 0.333 0.184
O -5.360 -0.133 0.293 -0.025
H -2.320 0.272 0.963 0.069
H -3.301 -1.142 1.117 0.056
H -3.415 2.281 0.260 0.081
H -5.184 2.159 -0.072 0.119
N 2.849 1.910 -4.280 0.140
C 2.525 0.623 -4.421 -0.713
N 1.328 0.264 -3.872 0.143
O 3.262 -0.228 -4.944 -0.015
H 2.346 2.657 -3.735 0.129
H 3.758 2.104 -4.719 0.115
H 1.166 -0.720 -3.896 0.073
H 0.700 0.835 -3.195 0.103
N -0.804 -3.334 2.417 0.161
C -0.119 -2.120 2.374 -0.605
N -0.888 -1.001 2.414 0.191
O 1.109 -2.079 2.146 -0.034
H -1.752 -3.446 2.050 0.055
H -0.153 -4.124 2.375 0.110
H -0.503 -0.072 2.224 0.067
H -1.811 -1.238 2.649 0.066
N -5.080 -4.755 2.146 0.176
C -4.861 -3.451 1.852 -0.615
N -5.856 -2.562 1.620 0.212
O -3.690 -3.020 1.776 -0.058
H -5.973 -4.943 2.431 0.060
H -4.328 -5.109 2.766 0.139
H -6.772 -2.923 1.626 0.096
H -5.585 -1.685 1.266 0.036
N 1.495 0.526 -0.036 0.207
C 0.491 1.318 -0.394 -0.624
N -0.468 1.686 0.590 0.155
O 0.431 1.776 -1.532 -0.039
H 1.439 -0.046 0.831 0.099
H 2.021 0.116 -0.825 0.116
H -0.066 1.726 1.540 0.035
H -1.148 2.383 0.288 0.057
N 2.691 2.398 4.302 0.168
C 2.015 1.354 3.696 -0.581
N 2.614 0.159 3.787 0.185
O 0.931 1.532 3.046 -0.070
H 3.598 2.226 4.667 0.076
H 2.361 3.348 4.275 0.107
H 2.038 -0.683 3.434 0.126
H 3.314 -0.046 4.431 0.074

=====

Entry 3:
18
Properties=species:S:1:pos:R:3:nbo_charge:R:1 method="wB97M-V/def2-TZVPD" homo_lumo_gap_ev=11.37 total_energy_ha=-289.31017 smiles=CC[C@@H]([NH3+])CO total_charge=+1 lumo_ev=-3.6
C 0.117 -1.759 -1.148 -0.655
C -0.428 -0.310 -0.882 -0.441
C -0.377 0.249 0.551 -0.006
N 1.056 -0.363 1.042 -0.715
C -0.147 1.746 0.596 -0.102
O -1.243 2.315 -0.118 -0.691
H 0.228 -2.444 -0.313 0.196
H -0.656 -2.261 -1.760 0.261
H 1.100 -1.743 -1.719 0.236
H -1.499 -0.353 -1.163 0.259
H 0.231 0.370 -1.434 0.222
H -1.045 -0.341 1.172 0.235
H 1.693 0.045 0.361 0.425
H 1.146 -1.367 0.930 0.447
H 1.321 -0.034 1.977 0.441
H 0.776 2.050 0.058 0.204
H -0.174 2.127 1.602 0.200
H -2.102 2.073 0.248 0.483